Computed, not measured: a structure of composition C24H31IrN3O7S, with wB97M-V/def2-TZVPD.

The frontier orbital gap (spin up / spin down) is 0.2239 / 0.1893 Eh. Its expectation value of S² is 0.964. For the energy above the lowest of the compared OMol25 structures with the same formula, charge and spin, the calculation gives 2.009 eV. Its total charge is +4. Its spin multiplicity is 2.

Geometry (Å):
Ir: -0.921 0.534 -0.183
C: -2.866 3.085 0.609
C: -2.446 2.351 1.870
O: -1.114 1.837 1.763
C: -0.014 2.727 1.918
C: 0.436 3.309 0.603
O: 0.660 2.236 -0.351
C: 0.829 2.718 -1.715
C: 0.405 1.638 -2.666
O: -0.946 1.248 -2.422
C: -1.958 2.158 -2.887
C: -2.933 2.490 -1.766
O: -2.224 2.433 -0.513
H: -3.954 3.054 0.523
H: -2.559 4.131 0.620
H: -2.545 2.991 2.748
H: -3.070 1.470 2.021
H: -0.260 3.533 2.612
H: 0.780 2.121 2.354
H: -0.300 4.002 0.195
H: 1.365 3.860 0.765
H: 0.238 3.625 -1.851
H: 1.876 2.964 -1.898
H: 0.533 1.968 -3.699
H: 1.006 0.740 -2.514
H: -1.490 3.062 -3.275
H: -2.500 1.681 -3.702
H: -3.331 3.492 -1.929
H: -3.774 1.794 -1.748
O: -1.590 -6.946 -1.025
N: -0.683 -6.228 -0.711
O: 0.477 -6.504 -0.540
C: -1.069 -4.781 -0.488
C: -2.426 -4.541 -0.407
C: -2.945 -3.216 -0.257
C: -4.320 -2.945 -0.205
C: -4.731 -1.626 -0.093
C: -3.767 -0.628 -0.049
N: -2.451 -0.891 -0.080
C: -2.050 -2.155 -0.170
C: -0.632 -2.395 -0.128
N: 0.116 -1.367 0.109
C: 1.524 -1.611 0.430
C: 2.081 -2.879 -0.142
C: 1.290 -3.897 -0.507
C: -0.127 -3.764 -0.357
H: -3.111 -5.381 -0.488
H: -5.040 -3.756 -0.243
H: -5.780 -1.367 -0.043
H: -4.062 0.410 0.017
H: 1.575 -1.721 1.526
H: 3.160 -2.946 -0.216
H: 1.709 -4.811 -0.899
O: 2.376 -0.559 0.023
S: 2.971 0.618 1.011
C: 4.569 0.875 0.173
C: 5.646 0.706 1.244
C: 5.197 -0.438 2.148
C: 3.722 -0.191 2.459
H: 4.575 1.854 -0.304
H: 4.625 0.102 -0.598
H: 5.776 1.626 1.815
H: 6.606 0.498 0.771
H: 5.769 -0.470 3.075
H: 5.342 -1.402 1.657
H: 3.595 0.552 3.254
H: 3.157 -1.078 2.752

Atom charges from the natural (NBO) analysis, given in e for atoms 1 to 5:
1. Ir 1.28
2. C -0.11
3. C -0.10
4. O -0.55
5. C -0.10



Computed, not measured: a structure of composition C12H36Fe2N2O18, with wB97M-V/def2-TZVPD.

The frontier orbital gap (spin up / spin down) is 0.3033 / 0.2872 Eh. Its expectation value of S² is 20.013. For the energy above the lowest of the compared OMol25 structures with the same formula, charge and spin, the calculation gives 0.000 eV. Its total charge is +2. Its spin multiplicity is 9.

Geometry (Å):
Fe: -0.469 -0.791 -2.964
Fe: 2.637 0.834 1.336
N: -0.105 -0.272 0.165
O: -0.712 -0.587 -0.886
O: 0.927 0.445 0.085
O: -0.311 -0.908 1.209
N: 3.827 1.668 -1.397
O: 4.497 2.474 -1.994
O: 3.407 1.983 -0.223
O: 3.535 0.524 -1.840
C: 1.130 1.029 3.885
C: 0.723 2.206 2.991
O: 1.969 2.562 2.350
O: 1.700 -0.092 3.233
H: 0.301 0.710 4.519
H: 1.910 1.453 4.527
H: 0.281 2.946 3.656
H: 0.050 1.858 2.204
H: 2.108 3.411 2.789
H: 1.010 -0.779 3.286
C: 5.181 -0.129 2.259
C: 4.707 -1.084 1.137
O: 3.302 -1.160 0.998
O: 4.335 0.997 2.444
H: 6.261 -0.056 2.116
H: 5.143 -0.685 3.204
H: 5.180 -2.068 1.207
H: 5.126 -0.718 0.189
H: 3.159 -1.621 0.163
H: 4.706 1.582 3.113
C: -2.000 -1.672 3.771
C: -2.584 -2.763 2.927
O: -2.258 -2.918 1.564
O: -0.637 -1.878 4.146
H: -2.681 -1.462 4.597
H: -1.996 -0.727 3.216
H: -3.671 -2.873 2.997
H: -2.310 -3.706 3.427
H: -1.590 -2.263 1.320
H: -0.583 -2.457 4.913
C: -3.216 -1.338 -3.796
C: -3.409 0.109 -3.330
O: -2.039 0.624 -3.208
O: -2.154 -2.018 -3.128
H: -3.167 -1.467 -4.882
H: -4.153 -1.890 -3.674
H: -3.957 0.061 -2.390
H: -3.980 0.718 -4.027
H: -2.223 1.501 -2.835
H: -2.346 -2.953 -2.996
C: -3.870 1.604 -0.042
C: -3.636 0.361 0.800
O: -4.563 0.226 1.865
O: -2.732 2.016 -0.784
H: -4.262 2.395 0.606
H: -4.660 1.503 -0.799
H: -2.655 0.400 1.281
H: -3.661 -0.582 0.242
H: -5.384 0.665 1.614
H: -2.781 2.957 -0.979
C: 1.628 1.000 -4.304
C: 1.436 -0.233 -5.182
O: 0.058 -0.594 -5.044
O: 1.247 0.524 -3.021
H: 1.051 1.839 -4.691
H: 2.665 1.320 -4.418
H: 2.112 -1.068 -4.977
H: 1.635 -0.059 -6.244
H: -0.267 -1.092 -5.802
H: 2.077 0.458 -2.487

Atom charges from the natural (NBO) analysis, given in e for atoms 1 to 5:
1. Fe 1.64
2. Fe 1.58
3. N 0.75
4. O -0.60
5. O -0.56



Computed, not measured: a cluster of 2 separate species, C2HO3PS in total, with wB97M-V/def2-TZVPD.

The frontier orbital gap is 0.2152 Eh. For the energy above the lowest of the compared OMol25 structures with the same formula, charge and spin, the calculation gives 0.590 eV. Its total charge is -2. Its spin multiplicity is 1.

Geometry (Å):
C: 0.537 -0.815 1.166
C: 1.347 -0.024 1.616
O: -1.042 0.083 -2.528
O: -2.814 0.538 -0.701
O: -2.052 -1.907 -1.199
P: -1.947 -0.397 -1.452
S: 2.560 1.327 2.024
H: 3.411 1.196 1.073

Atom charges from the natural (NBO) analysis, given in e for atoms 1 to 5:
1. C -0.30
2. C -0.65
3. O -1.15
4. O -1.15
5. O -1.14



Computed, not measured: the molecule C2H3NS, with wB97M-V/def2-TZVPD.

The frontier orbital gap is 0.2907 Eh. For the energy above the lowest of the compared OMol25 structures with the same formula, charge and spin, the calculation gives 1.799 eV. Its total charge is 0. Its spin multiplicity is 1.

Geometry (Å):
H: -0.863 1.898 0.190
N: 0.024 1.502 -0.125
C: 0.279 0.255 0.120
C: 1.431 -0.433 -0.262
S: 2.937 0.130 0.072
H: -0.319 -0.620 0.749
H: 1.314 -1.532 -0.500

Atom charges from the natural (NBO) analysis, given in e for atoms 1 to 5:
1. H 0.36
2. N -0.56
3. C 0.05
4. C -0.34
5. S 0.12



Number 1: strongest force on any atom 2.72 eV/A. Number 2: strongest force on any atom 3.84 eV/A. Number 3: strongest force on any atom 5.04 eV/A. Number 4: strongest force on any atom 4.44 eV/A.